DFT (ωB97M-V/def2-TZVPD) results for 6 unconnected molecules or ions with the total composition C39H66ClF15NO10S in a non-equilibrium geometry.

Properties
Kohn-Sham gap   7.46 eV
Net charge   +1
M   1061.444 g mol⁻¹
HOMO   -0.4503 Ha

Each line ends with the Löwdin charge.
Cartesian coordinates (Å):
C  3.5775  2.7483  0.7264  -0.1140
C  4.6298  3.6343  -0.0696  -0.2427
C  4.7583  3.1933  -1.5713  -0.2014
C  3.6025  3.7515  -2.4952  -0.2077
C  3.0189  2.6161  -3.4237  -0.1899
C  1.7985  1.9609  -2.6548  -0.2000
C  1.6257  0.4193  -2.9836  -0.1737
C  0.1239  0.1194  -3.3202  -0.2099
C  -0.3849  -1.2390  -2.6690  -0.1818
C  -0.5780  -1.0172  -1.1212  -0.2025
C  -1.6952  -1.9027  -0.4637  -0.1874
C  -3.1412  -1.3006  -0.4709  -0.1915
C  -3.6089  -0.6804  -1.8295  -0.1791
C  -3.1199  0.8174  -2.0427  -0.2708
C  -4.3292  1.8283  -2.0776  -0.3235
S  -3.6523  3.5499  -1.9413  0.7846
Cl  -1.6248  3.5670  -2.2570  0.4114
N  -4.3156  4.4418  -3.2508  -0.2619
C  -5.2025  5.4832  -2.6515  -0.2469
C  -6.4370  4.9412  -1.8268  -0.2110
C  -6.5555  5.5855  -0.3723  -0.2120
C  -5.7025  4.6938  0.6371  -0.1094
H  4.0509  2.4934  1.7020  0.0694
H  3.3278  1.8136  0.1761  0.0562
H  2.6474  3.3168  0.9362  0.0632
H  5.6186  3.4649  0.4178  0.1020
H  4.3041  4.6944  0.0534  0.0936
H  4.7926  2.0855  -1.6908  0.1071
H  5.7202  3.6049  -1.9528  0.1027
H  4.0508  4.5102  -3.1820  0.0842
H  2.7627  4.2265  -1.9362  0.1094
H  2.6040  3.1048  -4.3320  0.1087
H  3.7722  1.8413  -3.6506  0.1023
H  1.9778  2.0693  -1.5596  0.0878
H  0.8695  2.5332  -2.8899  0.0536
H  2.0284  -0.2430  -2.1813  0.1112
H  2.2629  0.2138  -3.8801  0.1089
H  -0.0981  0.0716  -4.4081  0.1135
H  -0.4779  0.9568  -2.8991  0.0368
H  0.3114  -2.0829  -2.8921  0.1204
H  -1.3344  -1.4769  -3.2012  0.0873
H  -0.6597  0.0719  -0.8941  0.1031
H  0.3808  -1.3368  -0.6532  0.0874
H  -1.4098  -2.0072  0.6145  0.1104
H  -1.6272  -2.9276  -0.8886  0.1199
H  -3.3219  -0.5574  0.3466  0.1013
H  -3.8419  -2.1454  -0.2498  0.1163
H  -4.7295  -0.6096  -1.7765  0.1066
H  -3.4059  -1.3183  -2.7158  0.1123
H  -2.4910  1.0991  -1.1755  0.0812
H  -2.5971  0.8422  -3.0183  0.0995
H  -4.9673  1.6966  -1.1707  0.1005
H  -4.9690  1.7051  -2.9765  0.1120
H  -4.8465  3.7558  -3.7908  0.0917
H  -5.5965  6.1128  -3.4811  0.1341
H  -4.5986  6.1166  -1.9677  0.1162
H  -7.3561  5.2845  -2.3644  0.1122
H  -6.5116  3.8319  -1.7728  0.0922
H  -6.1509  6.6129  -0.4628  0.1070
H  -7.6316  5.5440  -0.1085  0.1095
H  -4.6819  5.1205  0.7463  0.0710
H  -6.2100  4.7059  1.6263  0.0793
H  -5.6717  3.6668  0.2060  0.0370
C  6.0239  -4.3616  -0.0762  -0.0635
C  7.1924  -4.4835  -1.0360  -0.1879
O  6.9471  -3.8089  -2.2797  0.0392
C  7.1010  -2.4902  -2.2682  -0.4007
O  7.4235  -1.8403  -1.3203  0.1744
C  6.8622  -1.9284  -3.6637  -0.5550
F  5.7410  -2.4067  -4.2151  0.1636
F  7.8656  -2.2343  -4.4899  0.1752
F  6.7563  -0.6019  -3.6559  0.1657
H  5.1054  -4.7143  -0.5419  0.0614
H  6.2159  -4.9502  0.8217  0.0901
H  5.8537  -3.3267  0.2213  0.0738
H  7.3428  -5.5326  -1.2890  0.1276
H  8.1204  -4.1209  -0.5908  0.1280
C  -3.7601  0.9697  3.3766  -0.0590
C  -4.9515  0.0344  3.3147  -0.2063
O  -4.6676  -1.2014  3.9837  0.0290
C  -4.7351  -1.1679  5.3174  -0.3883
O  -5.0179  -0.2072  5.9631  0.1851
C  -4.4451  -2.5504  5.8935  -0.5517
F  -3.3558  -3.1024  5.3490  0.1675
F  -5.4597  -3.3957  5.6726  0.1639
F  -4.2432  -2.5185  7.2045  0.1841
H  -2.8691  0.4794  2.9780  0.0797
H  -3.9525  1.8784  2.8032  0.0724
H  -3.5328  1.2554  4.4038  0.0815
H  -5.1643  -0.2165  2.2747  0.1122
H  -5.8501  0.4972  3.7265  0.1285
C  2.2377  -7.7063  2.7369  -0.0570
C  1.1242  -7.1173  1.8950  -0.1921
O  1.2945  -5.6977  1.7267  0.0340
C  2.2000  -5.3259  0.8249  -0.3940
O  2.8553  -6.0692  0.1603  0.1739
C  2.2476  -3.8046  0.7221  -0.5280
F  2.3048  -3.2147  1.9192  0.1749
F  1.1444  -3.3281  0.1157  0.1494
F  3.3196  -3.4043  0.0388  0.1574
H  2.3079  -7.1873  3.6946  0.0854
H  2.0601  -8.7660  2.9200  0.0862
H  3.2050  -7.6004  2.2445  0.0760
H  0.1692  -7.2526  2.4018  0.1249
H  1.0479  -7.6085  0.9236  0.1282
C  -7.0950  -7.1082  4.0463  -0.0572
C  -5.7881  -6.8288  4.7606  -0.2028
O  -5.0123  -8.0289  4.9089  0.0362
C  -4.3566  -8.4296  3.8206  -0.3954
O  -4.3677  -7.8672  2.7676  0.1683
C  -3.5450  -9.6854  4.1247  -0.5533
F  -4.2661  -10.6023  4.7750  0.1724
F  -2.4844  -9.4039  4.8912  0.1670
F  -3.0855  -10.2640  3.0185  0.1720
H  -7.6513  -7.8935  4.5611  0.0863
H  -7.7088  -6.2080  4.0033  0.0820
H  -6.9224  -7.4555  3.0269  0.0762
H  -5.9916  -6.4671  5.7681  0.1252
H  -5.2050  -6.0590  4.2520  0.1200
C  5.2007  7.4951  -2.6509  -0.0508
C  5.8495  7.3564  -1.2938  -0.2027
O  6.6732  8.4921  -0.9888  0.0366
C  6.0229  9.5845  -0.5873  -0.3925
O  4.8389  9.6692  -0.4635  0.1720
C  7.0125  10.6986  -0.2593  -0.5536
F  7.9298  10.8511  -1.2192  0.1697
F  7.6712  10.4430  0.8763  0.1715
F  6.4095  11.8736  -0.1066  0.1754
H  5.9534  7.6653  -3.4230  0.0897
H  4.6383  6.5944  -2.8948  0.0551
H  4.5173  8.3446  -2.6844  0.0797
H  6.5071  6.4871  -1.2952  0.1251
H  5.1075  7.2022  -0.5082  0.1196